# C37H106N2O17

15 unconnected molecules or ions with the total composition C37H106N2O17 in a non-equilibrium geometry (ωB97M-V/def2-TZVPD, OMol25).

Computed properties:
E_HOMO ... -8.53 eV
Net charge ... 0
Orbital gap ... 8.69 eV
F_max ... 3.389 eV/A
LUMO energy ... 0.16 eV

Each atom is followed by the atoms it is bonded to, with distances in Å.
Positions of all 162 atoms, in Å:
1 C 7.1804 -6.2781 6.8048  O2 1.463, H3 1.090, H4 1.090, H5 1.090
2 O 7.6873 -6.5038 8.1583  C1 1.463, H6 0.960
3 H 7.7789 -5.6085 6.1872  C1 1.090
4 H 7.0140 -7.2456 6.3309  C1 1.090
5 H 6.2397 -5.7707 7.0182  C1 1.090
6 H 7.2727 -7.2549 8.5891  O2 0.960
7 C 11.3926 -1.4922 8.1893  O8 1.409, H9 1.090, H10 1.090, H11 1.090
8 O 10.0446 -1.2246 7.8776  C7 1.409, H12 0.960
9 H 12.1441 -0.7864 7.8353  C7 1.090
10 H 11.5244 -1.3602 9.2632  C7 1.090
11 H 11.7322 -2.4658 7.8357  C7 1.090
12 H 9.6369 -2.0937 7.8848  O8 0.960
13 C -1.1557 6.6739 2.5498  O14 1.406, H15 1.090, H16 1.090, H17 1.090
14 O -0.5255 7.8561 2.1245  C13 1.406, H18 0.960
15 H -0.4375 5.9341 2.9035  C13 1.090
16 H -1.6811 6.9091 3.4753  C13 1.090
17 H -1.6475 6.3476 1.6334  C13 1.090
18 H -1.0016 8.2579 1.3940  O14 0.960
19 C 9.7859 4.5341 6.0901  O20 1.386, H21 1.090, H22 1.090, H23 1.090
20 O 9.2719 4.0354 7.2773  C19 1.386, H24 0.960
21 H 10.4657 3.7957 5.6651  C19 1.090
22 H 8.8728 4.3710 5.5176  C19 1.090
23 H 10.1145 5.5731 6.1141  C19 1.090
24 H 9.4174 3.0909 7.3684  O20 0.960
25 C 9.7001 4.1865 -1.1181  O26 1.397, H27 1.090, H28 1.090, H29 1.090
26 O 9.7190 3.9355 0.2563  C25 1.397, H30 0.960
27 H 9.0272 3.4149 -1.4924  C25 1.090
28 H 9.3218 5.1616 -1.4247  C25 1.090
29 H 10.6708 4.2010 -1.6138  C25 1.090
30 H 9.0061 4.3992 0.7016  O26 0.960
31 C -7.2994 5.9192 1.2819  O32 1.391, H33 1.090, H34 1.090, H35 1.090
32 O -8.2935 6.7945 0.8576  C31 1.391, H36 0.960
33 H -7.4429 4.9173 0.8772  C31 1.090
34 H -6.3312 6.1899 0.8608  C31 1.090
35 H -7.1410 5.8322 2.3568  C31 1.090
36 H -8.3783 7.4405 1.5626  O32 0.960
37 C 8.3628 -1.3200 -4.3895  O38 1.419, H39 1.090, H40 1.090, H41 1.090
38 O 8.6983 -1.7176 -5.7098  C37 1.419, H42 0.960
39 H 7.8656 -0.3548 -4.4858  C37 1.090
40 H 7.5463 -1.9731 -4.0813  C37 1.090
41 H 9.2743 -1.1852 -3.8072  C37 1.090
42 H 8.8159 -0.9179 -6.2278  O38 0.960
43 C -8.1676 5.3405 -6.0343  O44 1.449, H52 1.090, H53 1.090, H54 1.090
44 O -9.5026 5.2479 -6.5898  C43 1.449, C45 1.476
45 C -10.0742 6.5796 -6.8697  O44 1.476, C46 1.493, H55 1.090, H56 1.090
46 C -11.1179 6.5905 -7.9380  C45 1.493, N47 1.474, H57 1.090, H58 1.090
47 N -10.6834 6.8059 -9.3296  C46 1.474, C48 1.430, H59 1.010
48 C -10.0403 5.6252 -9.8167  N47 1.430, C49 1.595, H60 1.090, H61 1.090
49 C -9.8072 5.8135 -11.3835  C48 1.595, O50 1.359, H62 1.090, H63 1.090
50 O -10.9388 5.8185 -12.1353  C49 1.359, C51 1.463
51 C -10.8446 6.3774 -13.4842  O50 1.463, H64 1.090, H65 1.090, H66 1.090
52 H -7.4924 5.2382 -6.8839  C43 1.090
53 H -8.0118 4.5609 -5.2885  C43 1.090
54 H -7.9858 6.1982 -5.3867  C43 1.090
55 H -9.1877 7.1747 -7.0894  C45 1.090
56 H -10.6595 6.9219 -6.0163  C45 1.090
57 H -11.7305 7.4809 -7.7971  C46 1.090
58 H -11.8857 5.8317 -7.7872  C46 1.090
59 H -11.5450 7.0416 -9.8009  N47 1.010
60 H -10.5323 4.6787 -9.5926  C48 1.090
61 H -9.1165 5.6817 -9.2409  C48 1.090
62 H -9.0637 5.1155 -11.7684  C49 1.090
63 H -9.2337 6.7320 -11.5088  C49 1.090
64 H -10.1963 5.8055 -14.1481  C51 1.090
65 H -10.5005 7.4105 -13.5330  C51 1.090
66 H -11.7903 6.3420 -14.0251  C51 1.090
67 C 7.1581 -0.6179 2.0049  O68 1.440, H76 1.090, H77 1.090, H78 1.090
68 O 6.0187 -0.8261 1.1492  C67 1.440, C69 1.396
69 C 4.7810 -0.8029 1.7943  O68 1.396, C70 1.528, H79 1.090, H80 1.090
70 C 3.7355 -0.7093 0.6841  C69 1.528, N71 1.489, H81 1.090, H82 1.090
71 N 2.3272 -0.9058 1.1249  C70 1.489, C72 1.488, H83 1.010
72 C 1.8270 0.1641 2.0306  N71 1.488, C73 1.631, H84 1.090, H85 1.090
73 C 0.2228 0.3025 1.7679  C72 1.631, O74 1.430, H86 1.090, H87 1.090
74 O 0.1485 0.7535 0.4131  C73 1.430, C75 1.417
75 C -1.1081 0.4645 -0.1750  O74 1.417, H88 1.090, H89 1.090, H90 1.090
76 H 8.0398 -0.2526 1.4783  C67 1.090
77 H 7.3870 -1.4971 2.6071  C67 1.090
78 H 7.0223 0.1829 2.7317  C67 1.090
79 H 4.7075 -0.0211 2.5503  C69 1.090
80 H 4.7414 -1.7412 2.3476  C69 1.090
81 H 3.8720 -1.4492 -0.1046  C70 1.090
82 H 3.8202 0.2242 0.1278  C70 1.090
83 H 1.5876 -0.9223 0.4373  N71 1.010
84 H 2.3861 1.0943 1.9302  C72 1.090
85 H 2.0268 -0.0377 3.0829  C72 1.090
86 H -0.2061 1.0570 2.4274  C73 1.090
87 H -0.2784 -0.6322 2.0195  C73 1.090
88 H -1.1103 0.7159 -1.2356  C75 1.090
89 H -1.8842 1.1703 0.1211  C75 1.090
90 H -1.4234 -0.5769 -0.1106  C75 1.090
91 C 0.1974 -4.2429 -3.6404  C92 1.493, H95 1.090, H96 1.090, H97 1.090
92 C -0.2961 -3.4746 -4.8219  C91 1.493, C93 1.477, O94 1.468, H98 1.090
93 C 0.3005 -3.7619 -6.1426  C92 1.477, H99 1.090, H100 1.090, H101 1.090
94 O -1.7486 -3.6438 -4.6973  C92 1.468, H102 0.960
95 H 1.1759 -3.8862 -3.3188  C91 1.090
96 H 0.2264 -5.3257 -3.7615  C91 1.090
97 H -0.3461 -3.9519 -2.7415  C91 1.090
98 H -0.1896 -2.3901 -4.7958  C92 1.090
99 H -0.0553 -4.7322 -6.4891  C93 1.090
100 H 1.3700 -3.9634 -6.2044  C93 1.090
101 H 0.0222 -3.1778 -7.0198  C93 1.090
102 H -1.8657 -4.5963 -4.6723  O94 0.960
103 C -4.3426 -5.3865 2.3191  C104 1.507, H107 1.090, H108 1.090, H109 1.090
104 C -5.5261 -5.5926 1.4089  C103 1.507, C105 1.513, O106 1.382, H110 1.090
105 C -5.7524 -7.0516 1.0774  C104 1.513, H111 1.090, H112 1.090, H113 1.090
106 O -6.6573 -5.1562 2.0724  C104 1.382, H114 0.960
107 H -4.4173 -6.1605 3.0829  C103 1.090
108 H -4.3280 -4.4477 2.8728  C103 1.090
109 H -3.3757 -5.5426 1.8408  C103 1.090
110 H -5.4088 -4.9779 0.5164  C104 1.090
111 H -4.8850 -7.7111 1.1029  C105 1.090
112 H -6.2394 -7.0573 0.1023  C105 1.090
113 H -6.4539 -7.5238 1.7652  C105 1.090
114 H -6.7869 -5.7173 2.8405  O106 0.960
115 C 5.2267 -9.3350 1.6901  C116 1.535, H119 1.090, H120 1.090, H121 1.090
116 C 4.7692 -7.9790 1.1349  C115 1.535, C117 1.478, O118 1.446, H122 1.090
117 C 5.5938 -7.4757 0.0162  C116 1.478, H123 1.090, H124 1.090, H125 1.090
118 O 3.4209 -8.1736 0.6499  C116 1.446, H126 0.960
119 H 4.6023 -9.5256 2.5630  C115 1.090
120 H 6.1658 -9.3795 2.2415  C115 1.090
121 H 5.1550 -10.1505 0.9705  C115 1.090
122 H 4.6937 -7.2245 1.9179  C116 1.090
123 H 5.2176 -6.6596 -0.6007  C117 1.090
124 H 5.9026 -8.2764 -0.6558  C117 1.090
125 H 6.4998 -7.1358 0.5178  C117 1.090
126 H 2.9036 -8.7971 1.1650  O118 0.960
127 C 2.2874 2.8784 8.9756  C128 1.484, H131 1.090, H132 1.090, H133 1.090
128 C 2.9390 3.6668 7.9004  C127 1.484, C129 1.513, O130 1.508, H134 1.090
129 C 3.8019 4.8413 8.3065  C128 1.513, H135 1.090, H136 1.090, H137 1.090
130 O 3.7526 2.7414 7.0310  C128 1.508, H138 0.960
131 H 2.8876 2.0830 9.4173  C127 1.090
132 H 1.4719 2.2841 8.5636  C127 1.090
133 H 1.7531 3.5566 9.6409  C127 1.090
134 H 2.1611 4.1135 7.2812  C128 1.090
135 H 3.2131 5.6897 8.6554  C129 1.090
136 H 4.2564 5.1972 7.3819  C129 1.090
137 H 4.4775 4.6803 9.1466  C129 1.090
138 H 4.5628 2.6332 7.5345  O130 0.960
139 C -5.0455 0.9357 -7.9344  C140 1.609, H143 1.090, H144 1.090, H145 1.090
140 C -6.2498 -0.1197 -7.7757  C139 1.609, C141 1.528, O142 1.417, H146 1.090
141 C -7.5387 0.5154 -7.2558  C140 1.528, H147 1.090, H148 1.090, H149 1.090
142 O -6.6746 -0.5989 -9.0392  C140 1.417, H150 0.960
143 H -5.2252 1.6575 -8.7312  C139 1.090
144 H -4.1226 0.4496 -8.2508  C139 1.090
145 H -4.8867 1.4972 -7.0138  C139 1.090
146 H -6.0274 -0.9120 -7.0610  C140 1.090
147 H -7.9980 1.2950 -7.8635  C141 1.090
148 H -7.4238 0.8598 -6.2280  C141 1.090
149 H -8.3562 -0.2014 -7.3325  C141 1.090
150 H -7.3287 -1.2896 -8.9096  O142 0.960
151 C -1.5453 -3.0551 7.5415  C152 1.504, H155 1.090, H156 1.090, H157 1.090
152 C -0.5991 -4.2231 7.4965  C151 1.504, C153 1.554, O154 1.399, H158 1.090
153 C 0.8615 -3.7237 7.6796  C152 1.554, H159 1.090, H160 1.090, H161 1.090
154 O -0.8984 -5.1695 8.4817  C152 1.399, H162 0.960
155 H -1.1959 -2.4281 8.3619  C151 1.090
156 H -2.5617 -3.3902 7.7480  C151 1.090
157 H -1.6072 -2.4396 6.6441  C151 1.090
158 H -0.7777 -4.7436 6.5556  C152 1.090
159 H 1.4145 -4.6053 8.0037  C153 1.090
160 H 0.9637 -2.9277 8.4172  C153 1.090
161 H 1.3440 -3.2941 6.8017  C153 1.090
162 H -0.7933 -4.6383 9.2744  O154 0.960